C23H46BClN4O9 | wB97M-V/def2-TZVPD

Geometry as ORCA input:
```
! wB97M-V def2-TZVPD RIJCOSX def2/J DEFGRID3
* xyz 0 1
C 5.69 0.29 1.81
C 4.59 0.44 2.85
O 4.75 0.21 4.00
O 3.36 0.79 2.37
C 3.31 1.84 1.39
C 1.93 2.50 1.48
B 0.71 1.60 1.02
C 0.75 0.75 -0.30
C 0.40 -0.75 -0.17
C 1.37 -1.56 0.71
C 0.81 -1.89 2.09
O 1.81 -2.18 3.09
C 2.42 -3.36 2.96
O 2.86 -3.97 3.89
C -0.68 1.70 1.78
C -0.64 1.58 3.27
O 0.25 1.29 3.97
Cl -2.27 1.89 4.01
H 6.23 -0.65 2.02
H 5.32 0.27 0.78
H 6.42 1.11 1.91
H 4.11 2.57 1.58
H 3.48 1.41 0.38
H 1.94 3.36 0.78
H 1.80 2.90 2.49
H 1.70 0.85 -0.85
H -0.02 1.22 -0.94
H 0.40 -1.20 -1.18
H -0.63 -0.87 0.20
H 1.57 -2.52 0.21
H 2.34 -1.04 0.82
H 0.16 -2.78 2.00
H 0.20 -1.08 2.51
H 2.49 -3.75 1.92
H -1.42 0.97 1.42
H -1.12 2.69 1.52
C -2.14 -6.87 1.99
N -0.88 -6.19 1.74
C 0.22 -6.35 2.69
C -0.69 -5.42 0.66
O 0.35 -4.84 0.40
H -2.57 -6.54 2.94
H -2.00 -7.95 2.03
H -2.84 -6.64 1.19
H 0.51 -5.39 3.10
H 1.08 -6.78 2.19
H -0.10 -7.01 3.50
H -1.57 -5.36 0.00
C 6.92 -1.85 -2.45
N 5.49 -1.72 -2.62
C 4.60 -2.49 -1.77
C 4.95 -0.91 -3.55
O 3.75 -0.76 -3.71
H 7.25 -2.88 -2.62
H 7.23 -1.56 -1.45
H 7.43 -1.21 -3.17
H 3.97 -3.15 -2.36
H 3.95 -1.82 -1.21
H 5.19 -3.08 -1.07
H 5.70 -0.37 -4.15
C -3.77 2.77 -3.32
N -2.66 3.37 -2.59
C -1.81 4.33 -3.26
C -2.41 3.07 -1.31
O -1.51 3.55 -0.64
H -3.40 2.21 -4.18
H -4.45 3.56 -3.66
H -4.31 2.10 -2.66
H -0.77 3.98 -3.27
H -1.83 5.29 -2.74
H -2.16 4.46 -4.28
H -3.12 2.33 -0.89
C -7.64 3.98 -0.09
N -7.36 4.34 -1.47
C -8.39 4.17 -2.47
C -6.17 4.84 -1.85
O -5.89 5.16 -2.99
H -7.89 2.92 -0.01
H -8.47 4.57 0.30
H -6.76 4.18 0.52
H -8.06 3.49 -3.26
H -8.63 5.13 -2.94
H -9.28 3.77 -2.00
H -5.45 4.94 -1.02
*
```

Summary:
HOMO level   -9.4486 eV


C23H46GeILiN3Si4 | wB97M-V/def2-TZVPD

Geometry as ORCA input:
```
! wB97M-V def2-TZVPD RIJCOSX def2/J DEFGRID3
* xyz 0 2
Li -0.38 -1.25 0.54
C -2.42 -0.03 3.43
C -0.92 -0.05 3.43
C -0.21 0.35 4.55
C 1.19 0.31 4.50
C 1.82 -0.13 3.37
C 1.05 -0.55 2.24
N -0.31 -0.47 2.32
N 1.53 -1.02 1.08
Si 3.10 -1.60 0.79
C 3.58 -2.99 1.99
C 4.54 -0.36 0.86
C 3.05 -2.32 -0.95
H -2.80 0.96 3.69
H -2.81 -0.74 4.17
H -2.80 -0.31 2.45
H -0.74 0.67 5.44
H 1.76 0.62 5.36
H 2.90 -0.16 3.29
H 3.40 -2.69 3.03
H 4.63 -3.26 1.91
H 2.99 -3.89 1.80
H 4.69 0.04 1.87
H 4.39 0.49 0.19
H 5.47 -0.85 0.57
H 2.19 -2.98 -1.06
H 3.95 -2.90 -1.18
H 2.97 -1.53 -1.71
I -2.35 -3.04 -1.84
C -1.29 -4.07 -0.36
C -1.24 -5.46 -0.37
C -0.55 -6.08 0.65
C 0.07 -5.30 1.62
C -0.03 -3.93 1.54
N -0.71 -3.32 0.56
H -1.74 -6.02 -1.15
H -0.48 -7.16 0.68
H 0.63 -5.76 2.43
H 0.44 -3.27 2.25
C 2.15 2.39 0.19
Si 0.31 2.76 0.02
C -0.33 3.11 1.76
C 0.07 4.33 -1.03
Ge -0.86 0.99 -1.12
Si 0.06 0.93 -3.36
C -0.11 -0.75 -4.21
C 1.91 1.32 -3.26
C -0.72 2.21 -4.52
Si -3.21 1.63 -1.16
C -3.65 2.91 -2.49
C -4.38 0.16 -1.41
C -3.64 2.42 0.52
H 2.63 3.10 0.88
H 2.68 2.45 -0.77
H 2.28 1.39 0.59
H 0.31 3.84 2.27
H -0.33 2.19 2.35
H -1.35 3.50 1.76
H 0.55 5.19 -0.58
H -0.99 4.56 -1.15
H 0.49 4.19 -2.03
H 0.36 -1.54 -3.62
H 0.37 -0.74 -5.19
H -1.16 -1.02 -4.36
H 2.38 0.78 -2.43
H 2.07 2.39 -3.09
H 2.43 1.05 -4.18
H -1.72 1.92 -4.82
H -0.11 2.32 -5.42
H -0.78 3.19 -4.04
H -3.59 2.48 -3.49
H -2.97 3.77 -2.46
H -4.66 3.28 -2.33
H -4.21 -0.31 -2.38
H -5.42 0.49 -1.38
H -4.23 -0.60 -0.64
H -3.38 3.48 0.52
H -3.09 1.94 1.33
H -4.71 2.33 0.74
*
```

Summary:
HOMO level (spin up / spin down)   -7.0524 / -7.0566 eV
⟨S²⟩   0.753


We obtain ΔE to the lowest compared entry with this formula, charge and spin values of 0.000, 0.058 eV for the records listed above, in that order.